Below is 2 unconnected molecules or ions with the total composition C2H7NS2 in a non-equilibrium geometry, with properties calculated with ωB97M-V/def2-TZVPD.

Output
Total charge: -1
HOMO-LUMO gap (alpha / beta), hartree: 0.12050 / 0.26921
2S+1: 2
HOMO level (alpha / beta), eV: 0.31 / -3.71

Geometry (Å):
S: -3.18 -0.41 0.44
S: -1.77 0.29 1.79
H: -2.81 0.17 -0.64
H: -0.50 0.21 1.34
C: 1.07 1.20 -0.76
C: 0.96 -0.20 -0.73
N: 0.88 -1.20 0.33
H: 0.57 1.78 -0.02
H: 1.69 1.79 -1.44
H: 0.86 -0.69 -1.70
H: 1.13 -0.75 1.17
H: 1.09 -2.20 0.23

These are the Löwdin partial charges, in e, on atoms 1 to 6: -0.121 -0.147 -0.318 -0.319 -0.060 -0.260

---

Below is C2H7NS2 in the gas phase, with properties calculated with ωB97M-V/def2-TZVPD.

Output
Total charge: 0
HOMO-LUMO gap, hartree: 0.34353
2S+1: 1
HOMO level, eV: -8.82

Geometry (Å):
N: 0.27 2.50 2.00
C: 0.74 1.82 0.78
C: -0.02 0.53 0.62
S: 0.37 -0.23 -0.95
S: -0.90 -1.88 -0.86
H: -0.03 1.78 2.66
H: 1.07 2.93 2.46
H: 0.52 2.44 -0.09
H: 1.81 1.62 0.86
H: 0.20 -0.16 1.44
H: -1.09 0.77 0.73
H: 0.12 -2.75 -0.85

These are the Löwdin partial charges, in e, on atoms 1 to 6: -0.015 -0.377 -0.634 0.434 0.319 0.057